A molecular structure, C33H35LaO2P in a non-equilibrium geometry. Source: OMol25; level of theory: the ωB97M-V functional and the def2-TZVPD basis.

```
72
C33H35LaO2P the ωB97M-V functional and the def2-TZVPD basis
La -0.417 -0.230 0.449
C -2.333 3.931 1.038
C -2.369 4.666 -0.264
C -3.065 5.859 -0.395
C -3.095 6.538 -1.601
C -2.434 6.017 -2.699
C -1.740 4.824 -2.584
C -1.686 4.146 -1.372
P -0.767 2.564 -1.148
C -0.750 1.917 -2.885
C -1.732 0.940 -3.070
C -1.886 0.289 -4.277
C -1.034 0.597 -5.326
C -0.050 1.551 -5.149
C 0.112 2.224 -3.940
C 1.238 3.206 -3.826
C 0.865 3.165 -0.652
C 1.059 4.462 -0.185
C 2.184 4.792 0.545
C 3.122 3.803 0.840
C 2.966 2.526 0.366
C 1.841 2.148 -0.408
C 1.653 0.820 -0.873
H -2.898 4.456 1.807
H -1.303 3.810 1.377
H -2.755 2.932 0.914
H -3.593 6.261 0.460
H -3.640 7.470 -1.685
H -2.463 6.537 -3.647
H -1.230 4.424 -3.446
H -2.382 0.683 -2.236
H -2.650 -0.466 -4.396
H -1.129 0.088 -6.275
H 0.629 1.779 -5.961
H 1.291 3.828 -4.719
H 2.182 2.667 -3.737
H 1.128 3.838 -2.949
H 0.316 5.225 -0.381
H 2.317 5.798 0.917
H 3.983 4.048 1.449
H 3.708 1.772 0.600
H 2.536 0.186 -0.765
H 1.201 0.728 -1.865
C -2.025 -2.319 3.400
C -0.609 -1.758 3.593
C -0.368 -1.580 5.105
C -0.448 -0.450 2.844
C 0.469 -2.679 3.019
C 0.193 -3.879 2.360
C 1.214 -4.698 1.902
C 2.540 -4.353 2.092
C 2.833 -3.150 2.720
C 1.817 -2.326 3.159
H -2.745 -1.642 3.858
H -2.134 -3.299 3.865
H -2.262 -2.394 2.338
H -1.062 -0.842 5.508
H 0.643 -1.232 5.302
H -0.511 -2.526 5.628
H 0.372 0.112 3.337
H -0.824 -4.199 2.206
H 0.963 -5.618 1.391
H 3.337 -5.005 1.760
H 3.861 -2.851 2.873
H 2.078 -1.396 3.647
C 0.887 -3.301 -1.301
C -0.658 -3.182 -1.200
O -1.343 -4.164 -1.465
O -1.107 -2.047 -0.857
H 1.168 -4.336 -1.478
H 1.340 -2.951 -0.373
H 1.231 -2.688 -2.131
```

Properties
Charge = -1
LUMO energy (spin up / spin down) = 2.4597 / 2.4597 eV
Frontier orbital gap (spin up / spin down) = 4.711 / 4.710 eV
Relative energy (zero: lowest compared OMol25 entry of this formula, charge and spin) = 13.7 kcal per mole
Highest occupied orbital energy (spin up / spin down) = -2.25 / -2.25 eV

These are the Mulliken partial charges, in e, on atoms 1 to 8: La 1.250; C -1.521; C 1.186; C -0.844; C -0.615; C -0.866; C -0.662; C 0.439

=====

A molecular structure, C33H35N3O2PbTe in a non-equilibrium geometry. Source: OMol25; level of theory: the ωB97M-V functional and the def2-TZVPD basis.

```
75
C33H35N3O2PbTe the ωB97M-V functional and the def2-TZVPD basis
Pb 0.262 -0.332 0.949
C 0.234 2.739 1.807
N 0.874 1.674 2.582
C 2.319 1.900 2.547
C 3.279 0.902 3.199
C 3.139 -0.604 2.908
N 2.599 -0.981 1.630
C 3.297 -1.768 0.894
C 2.885 -2.477 -0.275
C 3.910 -2.978 -1.097
C 3.652 -3.725 -2.214
C 2.326 -4.025 -2.539
C 1.306 -3.598 -1.736
C 1.524 -2.806 -0.581
O 0.492 -2.474 0.117
C 0.251 1.641 3.905
C 0.416 0.360 4.727
C -0.301 -0.922 4.228
N -1.058 -0.781 3.010
C -2.306 -1.086 3.055
C -3.286 -1.055 2.023
C -4.496 -1.737 2.265
C -5.484 -1.827 1.321
C -5.321 -1.161 0.102
C -4.191 -0.432 -0.139
C -3.119 -0.375 0.783
O -2.065 0.301 0.479
H 0.300 3.709 2.318
H -0.816 2.500 1.645
H 0.708 2.837 0.831
H 2.561 2.886 2.988
H 2.580 1.934 1.487
H 3.275 1.025 4.282
H 4.268 1.222 2.860
H 2.476 -1.060 3.649
H 4.132 -1.062 3.063
H 4.336 -1.968 1.199
H 4.934 -2.729 -0.847
H 4.461 -4.069 -2.839
H 2.108 -4.592 -3.433
H 0.277 -3.814 -1.979
H -0.819 1.804 3.753
H 0.634 2.479 4.515
H 0.027 0.599 5.721
H 1.474 0.153 4.856
H -0.951 -1.282 5.041
H 0.443 -1.704 4.053
H -2.697 -1.458 4.014
H -4.626 -2.213 3.227
H -6.388 -2.384 1.510
H -6.093 -1.214 -0.655
H -4.065 0.113 -1.066
Te -1.194 -0.176 -1.925
C -0.728 -0.291 -4.064
C 0.500 -0.031 -4.651
C 0.671 -0.140 -6.022
C -0.382 -0.526 -6.835
C -1.616 -0.789 -6.263
C -1.781 -0.667 -4.893
C -0.882 1.933 -1.870
C -1.918 2.812 -1.601
C -1.686 4.177 -1.544
C -0.411 4.675 -1.753
C 0.632 3.800 -2.008
C 0.394 2.438 -2.063
H 1.337 0.257 -4.032
H 1.638 0.068 -6.456
H -0.243 -0.627 -7.904
H -2.452 -1.091 -6.882
H -2.751 -0.863 -4.449
H -2.912 2.426 -1.433
H -2.503 4.856 -1.342
H -0.230 5.741 -1.734
H 1.634 4.175 -2.159
H 1.211 1.758 -2.257
```

Properties
LUMO energy = 0.3475 eV
Frontier orbital gap = 7.565 eV
Relative energy (zero: lowest compared OMol25 entry of this formula, charge and spin) = 14.4 kcal per mole
Highest occupied orbital energy = -7.22 eV

These are the Mulliken partial charges, in e, on atoms 1 to 8: Pb 1.543; C -1.466; N 0.935; C -0.919; C -1.163; C -0.733; N 0.101; C -0.029

=====

A molecular structure, C33H35N3O7RbSTe in a non-equilibrium geometry. Source: OMol25; level of theory: the ωB97M-V functional and the def2-TZVPD basis.

```
81
C33H35N3O7RbSTe the ωB97M-V functional and the def2-TZVPD basis
Rb 1.992 0.899 0.606
O 0.649 1.887 2.611
C -0.026 2.773 1.855
O 0.588 3.585 1.205
C -1.528 2.743 2.045
C -2.351 3.508 1.013
C -3.786 3.650 1.556
C -4.341 2.208 1.338
C -3.103 1.492 0.772
O -2.529 2.547 -0.039
C -2.095 1.297 1.904
C -0.962 0.270 1.663
O -0.687 0.604 4.052
O -0.312 0.389 0.479
H -1.685 3.143 3.051
H -1.883 4.408 0.629
H -3.802 3.964 2.603
H -4.342 4.383 0.972
H -4.704 1.744 2.256
H -5.149 2.205 0.604
H -3.286 0.605 0.170
H -2.623 0.983 2.799
C 3.668 1.231 5.004
N 2.375 0.784 4.515
C 1.306 0.956 5.392
C -0.008 0.862 5.198
C 0.069 0.527 2.842
N 1.134 -0.365 2.818
C 2.312 -0.061 3.378
O 3.408 -0.480 2.945
N -1.557 -1.070 1.822
H 3.926 0.748 5.954
H 3.670 2.314 5.160
H 4.421 0.967 4.275
H 1.604 1.210 6.402
H -0.678 1.015 6.032
H -1.571 -1.328 2.806
H -0.900 -1.698 1.372
Te -0.920 1.211 -1.973
C -1.609 1.653 -4.004
C -2.591 0.848 -4.585
C -2.988 1.039 -5.907
C -2.413 2.052 -6.670
C -1.451 2.877 -6.096
C -1.059 2.681 -4.774
C 0.541 0.097 -3.072
C 0.231 -1.141 -3.641
C 1.147 -1.798 -4.449
C 2.398 -1.229 -4.693
C 2.717 0.001 -4.132
C 1.790 0.662 -3.329
H -3.049 0.060 -3.996
H -3.748 0.398 -6.343
H -2.715 2.200 -7.700
H -1.004 3.676 -6.680
H -0.306 3.331 -4.337
H -0.739 -1.588 -3.447
H 0.890 -2.756 -4.889
H 3.116 -1.742 -5.322
H 3.689 0.449 -4.315
H 2.044 1.621 -2.896
C -0.714 -5.051 2.299
C 0.175 -4.219 1.405
C 1.233 -3.490 1.930
C 2.027 -2.677 1.129
C 1.748 -2.611 -0.224
C 0.683 -3.320 -0.781
C -0.090 -4.128 0.033
S 2.740 -1.676 -1.385
C 3.981 -2.953 -1.586
O 3.454 -0.552 -0.688
H -0.313 -5.103 3.314
H -0.817 -6.071 1.919
H -1.718 -4.618 2.358
H 1.424 -3.511 3.000
H 2.820 -2.076 1.574
H 0.459 -3.221 -1.841
H -0.931 -4.669 -0.390
H 4.433 -3.121 -0.606
H 4.716 -2.572 -2.300
H 3.505 -3.860 -1.966
```

Properties
Charge = -1
LUMO energy = 2.2055 eV
Frontier orbital gap = 6.746 eV
Relative energy (zero: lowest compared OMol25 entry of this formula, charge and spin) = 84.1 kcal per mole
Highest occupied orbital energy = -4.54 eV

These are the Mulliken partial charges, in e, on atoms 1 to 8: Rb 1.054; O -0.426; C 0.149; O -0.695; C -0.338; C -0.180; C -0.855; C -1.107

=====

A molecular structure, C33H35N5O2RbSTe in a non-equilibrium geometry. Source: OMol25; level of theory: the ωB97M-V functional and the def2-TZVPD basis.

```
78
C33H35N5O2RbSTe the ωB97M-V functional and the def2-TZVPD basis
Rb 1.153 -0.183 -0.889
C 4.469 1.145 -2.646
C 3.683 1.527 -1.427
C 3.972 0.952 -0.195
C 3.252 1.292 0.944
C 3.578 0.662 2.265
C 2.241 2.241 0.841
C 1.945 2.846 -0.376
C 0.876 3.894 -0.464
C 2.674 2.481 -1.502
H 5.345 1.787 -2.743
H 3.870 1.259 -3.550
H 4.816 0.114 -2.576
H 4.789 0.246 -0.116
H 3.968 -0.345 2.128
H 2.698 0.614 2.903
H 4.336 1.249 2.785
H 1.703 2.548 1.731
H 1.300 4.879 -0.265
H 0.093 3.715 0.272
H 0.432 3.917 -1.458
H 2.478 2.978 -2.447
C 4.465 -4.097 -0.109
O 3.076 -4.340 0.103
C 2.225 -3.325 -0.121
O 2.539 -2.219 -0.494
N 0.963 -3.744 0.122
N -0.133 -2.890 -0.026
H 4.963 -5.028 0.153
H 4.815 -3.286 0.532
H 4.656 -3.845 -1.155
H 0.837 -4.686 0.479
H -0.629 -2.795 0.863
H -0.780 -3.274 -0.713
N -2.315 0.008 -4.616
C -2.788 1.160 -4.043
C -3.771 2.061 -4.418
C -3.986 3.136 -3.579
C -3.246 3.303 -2.402
C -2.270 2.406 -2.026
C -2.031 1.316 -2.859
N -1.136 0.287 -2.744
C -1.328 -0.471 -3.798
C -0.586 -1.677 -4.076
C -0.737 -2.514 -5.155
S 0.363 -3.822 -5.069
C 0.952 -3.157 -3.583
N 0.382 -2.074 -3.203
H -2.631 -0.394 -5.480
H -4.335 1.918 -5.326
H -4.742 3.865 -3.832
H -3.450 4.159 -1.773
H -1.700 2.526 -1.118
H -1.416 -2.432 -5.979
H 1.736 -3.626 -3.022
Te -1.469 0.649 1.377
C -2.858 1.407 2.833
C -2.443 2.284 3.822
C -3.345 2.733 4.772
C -4.661 2.309 4.734
C -5.076 1.430 3.750
C -4.177 0.980 2.799
C -0.984 -0.970 2.686
C 0.028 -0.853 3.625
C 0.318 -1.907 4.475
C -0.397 -3.088 4.385
C -1.418 -3.208 3.458
C -1.713 -2.149 2.614
H -1.414 2.620 3.854
H -3.017 3.413 5.543
H -5.364 2.663 5.472
H -6.100 1.090 3.721
H -4.502 0.297 2.025
H 0.572 0.079 3.715
H 1.092 -1.800 5.220
H -0.174 -3.908 5.050
H -1.997 -4.118 3.400
H -2.539 -2.225 1.916
```

Properties
Charge = +1
LUMO energy = -2.1056 eV
Frontier orbital gap = 8.447 eV
Relative energy (zero: lowest compared OMol25 entry of this formula, charge and spin) = 16.6 kcal per mole
Highest occupied orbital energy = -10.55 eV

These are the Mulliken partial charges, in e, on atoms 1 to 8: Rb 1.038; C -1.697; C 0.655; C -0.564; C 0.802; C -1.335; C -0.440; C 0.948

=====

Number 2 is which compound?
C33H35N3O2PbTe